Computed, not measured: a single C4H7NO molecule, with ωB97M-V/def2-TZVPD.

Geometry (Å):
C 0.3723 1.6216 0.0149
C -0.5130 0.4069 0.2583
N -0.6617 -0.4272 -0.9703
C 0.2360 -1.4829 -0.4330
C 0.2187 -0.7685 0.9202
O 0.5535 -1.0474 2.0368
H -0.0732 2.2563 -0.7568
H 1.3592 1.3082 -0.3458
H 0.5018 2.2017 0.9342
H -1.4582 0.6884 0.7401
H -1.6095 -0.7854 -1.0375
H 1.2193 -1.4623 -0.9174
H -0.1453 -2.5093 -0.4437

For the energy above the lowest of the compared OMol25 structures with the same formula, charge and spin, the calculation gives 39.7 kcal/mol. The HOMO energy is -0.355 Ha. The calculation puts the HOMO-LUMO gap at 0.3888 Ha. As for the SMILES: C[C@H]1NCC1=O. As for the charge: 0.

Results of the natural (NBO) charge analysis, in e, for atoms 1 through 8:
1 C -0.607
2 C -0.168
3 N -0.610
4 C -0.353
5 C 0.594
6 O -0.505
7 H 0.223
8 H 0.210